(1)
C16H46O25P5V | the ωB97M-V functional and the def2-TZVPD basis

Last column: Mulliken spin population.
Geometry (Å):
O -2.5467 4.6227 3.5382  -0.0150
V -2.2583 4.5410 2.0269  1.0128
O -3.2916 5.5049 1.2786  -0.0100
O 0.3365 2.0731 0.1598  -0.0038
C -0.4412 2.9310 0.7442  -0.0110
O -1.1644 3.6417 0.0811  -0.0010
O -0.5800 3.0863 1.9516  0.0140
H -0.0483 2.1363 -0.7174  -0.0007
C -3.4581 1.6056 -5.0745  0.0000
O -2.7916 1.4331 -3.8322  0.0000
P -1.5180 2.3811 -3.5257  0.0004
O -0.7026 1.9333 -2.3499  -0.0005
O -0.7032 2.3955 -4.9549  0.0000
C 0.6105 2.9028 -4.9621  0.0000
O -2.2423 3.8651 -3.4804  0.0003
C -1.5152 4.9415 -2.8904  -0.0007
H -3.4992 0.7339 -5.7277  0.0000
H -3.0478 2.3539 -5.7526  0.0000
H -4.5082 1.8423 -4.9034  0.0000
H 0.9062 3.3895 -4.0327  0.0000
H 0.6524 3.7566 -5.6383  0.0000
H 1.2839 2.0698 -5.1640  0.0000
H -2.2350 5.3590 -2.1864  0.0012
H -1.3144 5.6981 -3.6490  -0.0002
H -0.5626 4.7341 -2.4028  0.0006
C -0.0567 -1.5840 0.5756  0.0000
O -1.1352 -2.5589 0.6035  -0.0003
P -0.8900 -4.1646 0.3514  0.0000
O -2.1548 -5.0007 0.2878  0.0000
O 0.1038 -4.6011 1.5517  0.0000
C 0.2382 -5.9408 1.9184  0.0000
O 0.1202 -4.1847 -0.9131  0.0000
C -0.1413 -5.0999 -1.9446  0.0000
H 0.7877 -2.0631 0.0800  0.0001
H 0.1298 -1.2564 1.5983  0.0002
H -0.2868 -0.6793 0.0128  -0.0003
H -0.5593 -6.5998 1.5753  0.0000
H 0.2581 -6.0214 3.0052  0.0000
H 1.1838 -6.3508 1.5638  0.0000
H 0.6471 -5.8526 -1.9460  0.0000
H -0.1274 -4.5153 -2.8644  0.0000
H -1.0725 -5.6664 -1.9317  0.0000
C -4.0538 1.4549 -0.8454  0.0000
O -4.7402 0.9664 0.3467  0.0001
P -4.1572 1.3679 1.8487  0.0087
O -3.7175 2.8097 1.9570  0.0015
O -3.0401 0.2484 2.1701  0.0010
C -2.1583 0.4908 3.2380  -0.0006
O -5.4137 0.9776 2.9150  0.0001
C -6.7067 1.4806 2.6471  -0.0003
H -4.7065 2.1744 -1.3397  -0.0002
H -3.8523 0.5621 -1.4374  0.0002
H -3.1465 1.9310 -0.4736  0.0014
H -2.1926 -0.3814 3.8909  0.0003
H -2.3824 1.4097 3.7798  0.0011
H -1.1234 0.5389 2.8991  0.0003
H -6.6344 2.0473 1.7189  0.0000
H -7.0271 2.1863 3.4135  0.0001
H -7.4802 0.7158 2.5766  0.0001
C 3.4660 -3.4480 -1.7813  0.0001
O 3.6412 -2.0632 -1.5297  0.0000
P 4.2783 -1.1555 -2.7068  0.0000
O 3.6764 -1.3685 -4.0442  0.0000
O 4.2436 0.3624 -2.1154  -0.0001
C 2.9754 0.8919 -1.9555  0.0002
O 5.8772 -1.6764 -2.5751  0.0000
C 6.4959 -1.8748 -1.3206  0.0000
H 2.4151 -3.6839 -1.6141  -0.0001
H 4.0564 -4.1174 -1.1557  0.0000
H 3.5570 -3.6834 -2.8416  0.0000
H 2.2013 0.2226 -2.3310  0.0000
H 2.8798 1.8814 -2.4026  0.0001
H 2.7345 0.9519 -0.8942  0.0002
H 7.0195 -2.8295 -1.2696  0.0000
H 5.8289 -1.7975 -0.4620  0.0000
H 7.2233 -1.0711 -1.2062  0.0000
C 3.8943 -0.1622 2.0647  0.0000
O 2.7171 -0.6923 2.6311  0.0000
P 2.5055 -0.6308 4.2354  0.0001
O 3.4733 -1.5045 4.9827  0.0000
O 2.6853 0.9697 4.5389  0.0001
C 1.9822 1.9391 3.7113  -0.0008
O 0.9177 -0.8873 4.3943  0.0000
C 0.4266 -2.2079 4.4559  0.0001
H 4.5996 0.1783 2.8227  0.0000
H 3.6294 0.7111 1.4685  0.0000
H 4.3733 -0.8788 1.3975  0.0000
H 1.7323 2.7967 4.3360  0.0004
H 1.0859 1.4873 3.2864  -0.0003
H 2.6697 2.3361 2.9644  0.0001
H 0.3076 -2.6977 3.4894  -0.0001
H -0.5251 -2.2522 4.9856  0.0000
H 1.0832 -2.8184 5.0757  0.0000

Properties
- Gap between HOMO and LUMO (alpha / beta): 4.654 / 6.563 eV
- HOMO (alpha / beta): -2.73 / -4.64 eV
- LUMO energy (alpha / beta): 0.071 / 0.071 Eh
- 2S+1: 2
- Net charge: -1

(2)
C5H10N3O5 | the ωB97M-V functional and the def2-TZVPD basis

Last column: natural (NBO) charge in e.
Geometry (Å):
C -2.1721 1.6396 -0.7240  0.4018
C 1.0953 0.2662 0.0806  0.6660
C -1.7474 -0.5768 0.3908  0.7497
C 2.5683 0.5776 -0.3071  -0.3333
C -1.2757 0.9901 0.3193  0.2399
N -2.7098 -2.4365 -0.7877  -0.4928
N 0.1107 1.0966 -0.2034  -0.5918
N 3.3835 -0.4392 0.4306  -0.6951
O -2.0877 1.5750 -1.9539  -0.4578
O 1.0084 -0.7826 0.6912  -0.6191
O -1.8476 -1.1613 1.4317  -0.5615
O -1.5123 1.5000 1.5263  -0.6773
O -2.1415 -1.1112 -0.7568  -0.3645
H -2.9666 2.1282 -0.2748  0.1514
H 2.8300 1.5795 0.1588  0.2591
H 2.8556 0.4490 -1.4630  0.2765
H -2.2863 -3.1219 -0.1999  0.3636
H -2.6435 -2.8220 -1.6919  0.3653
H 0.3244 1.8331 -0.8910  0.4325
H 2.6688 -1.1098 0.7288  0.4679
H 3.7804 -0.1911 1.3196  0.4454
H 4.0286 -0.9775 -0.1560  0.4477
H -1.2636 1.0947 2.3320  0.5265

Properties
- Gap between HOMO and LUMO: 9.049 eV
- SMILES: NOC(=O)[C@](O)(C=O)NC(=O)C[NH3+]
- HOMO: -12.70 eV
- LUMO energy: -0.134 Eh
- Net charge: +1

(3)
C4H10NO2 | the ωB97M-V functional and the def2-TZVPD basis

Last column: natural (NBO) charge in e.
Geometry (Å):
C 0.0390 1.0669 0.0497  -0.2226
C 1.0660 0.5336 1.0423  -0.4279
C 2.0934 -0.4510 0.4115  -0.0067
O 3.0510 -0.8528 1.3007  -0.9600
N -0.8841 -0.0599 -0.0583  -0.6658
C -1.8496 -0.2110 -1.0813  0.1281
O -2.6771 -1.3322 -0.9622  -0.7435
H -0.5049 1.9167 0.5341  0.1655
H 0.4235 1.3307 -0.8984  0.1622
H 1.5884 1.4278 1.4490  0.1806
H 0.5474 0.0683 1.9286  0.1954
H 1.3755 -1.3125 0.1006  0.0367
H 2.5568 0.0038 -0.5130  0.0834
H -0.3896 -0.9102 -0.0303  0.3639
H -1.2242 -0.2381 -2.0368  0.1044
H -2.4114 0.6729 -1.2469  0.1288
H -2.8001 -1.6528 0.0106  0.4777

Properties
- Gap between HOMO and LUMO: 5.722 eV
- SMILES: [O-]CCCNCO
- HOMO: -2.27 eV
- LUMO energy: 0.127 Eh
- Net charge: -1